ORCA calculation (ωB97M-V/def2-TZVPD) on 4 unconnected molecules or ions with the total composition C25H56N2O12P3.

Each line ends with the Löwdin charge.
Element x y z (Å)
P  -1.599  -3.417  6.603  0.564
P  1.773  -1.752  -6.036  0.566
P  -3.135  2.948  -4.156  0.657
O  2.048  -2.317  -4.503  -0.227
O  -0.062  -3.923  6.960  -0.232
O  -2.234  1.682  -3.725  -0.256
O  -3.545  2.205  -5.620  -0.282
O  1.911  -1.751  -7.695  -0.260
O  -2.934  -2.423  6.750  -0.267
O  -2.174  -4.502  7.657  -0.248
O  -1.717  -3.812  5.164  -0.264
O  0.444  -1.089  -5.870  -0.244
O  -2.861  3.511  -2.574  -0.250
O  3.053  -0.792  -5.849  -0.240
O  -2.339  4.059  -4.809  -0.261
N  4.194  -1.158  4.754  -0.210
N  -1.777  -0.276  1.404  -0.120
C  2.944  -0.492  4.431  -0.556
C  3.089  3.138  1.612  -0.212
C  -1.102  -1.548  1.210  -0.115
C  3.178  0.812  3.667  -0.247
C  1.897  -0.124  -0.994  -0.183
C  -1.688  0.721  -4.628  -0.111
C  2.777  3.543  0.156  -0.214
C  -4.523  2.868  -6.422  -0.130
C  2.817  1.052  -0.597  -0.199
C  -2.513  1.514  2.529  -0.094
C  3.454  0.165  -6.822  -0.107
C  -2.477  0.490  0.518  -0.116
C  0.579  -0.124  -0.181  -0.217
C  -3.842  4.427  -2.088  -0.148
C  2.163  2.434  -0.728  -0.199
C  -1.817  0.336  2.616  -0.128
C  1.852  2.637  2.398  -0.197
C  -3.563  -4.714  7.850  -0.124
C  0.280  -1.468  0.492  -0.159
C  0.986  -2.964  6.695  -0.104
C  1.516  -3.613  -4.179  -0.110
C  1.910  1.179  2.862  -0.237
C  -2.946  1.622  1.160  -0.091
C  1.059  -2.658  -8.409  -0.110
C  -2.843  -1.144  6.104  -0.109
H  2.446  -1.062  -0.851  0.107
H  1.939  -3.410  6.965  0.088
H  -4.737  2.230  -7.279  0.083
H  4.037  0.724  2.995  0.084
H  -4.134  3.824  -6.776  0.080
H  0.428  -3.614  -4.282  0.086
H  -3.673  -5.638  8.416  0.085
H  3.913  -1.995  5.275  -0.131
H  -3.573  4.732  -1.080  0.083
H  3.209  0.830  0.397  0.093
H  0.837  -2.063  7.292  0.080
H  -0.947  0.148  -4.077  0.074
H  -3.890  5.309  -2.733  0.079
H  3.899  2.403  1.586  0.090
H  2.609  0.764  -7.161  0.092
H  1.946  -4.383  -4.822  0.079
H  0.015  -2.370  -8.286  0.084
H  3.656  4.018  -0.297  0.098
H  -1.361  -0.068  3.509  0.108
H  4.179  0.821  -6.345  0.090
H  3.934  -0.326  -7.667  0.080
H  -2.792  -1.270  5.022  0.068
H  0.999  -2.697  5.637  0.079
H  -1.196  1.201  -5.472  0.089
H  -2.460  0.038  -4.976  0.085
H  -4.085  -4.823  6.898  0.090
H  -3.738  -0.579  6.355  0.086
H  -4.821  3.941  -2.059  0.076
H  3.677  1.035  -1.281  0.110
H  3.506  4.010  2.126  0.101
H  1.079  2.428  -0.584  0.098
H  -5.447  3.028  -5.866  0.077
H  0.555  0.692  0.544  0.084
H  -0.907  -1.932  2.214  0.116
H  1.324  -2.602  -9.463  0.085
H  1.779  -3.831  -3.148  0.089
H  -2.734  2.234  3.301  0.082
H  1.750  3.263  3.294  0.102
H  -0.241  0.077  -0.881  0.096
H  2.023  4.343  0.217  0.101
H  1.642  -0.036  -2.056  0.100
H  2.326  -1.153  3.775  0.068
H  0.949  2.843  1.805  0.097
H  1.074  -1.712  1.204  0.107
H  -1.753  -2.293  0.746  0.118
H  2.312  2.746  -1.771  0.106
H  -4.000  -3.901  8.429  0.079
H  1.048  0.919  3.490  0.094
H  1.884  0.473  2.026  0.071
H  -1.970  -0.589  6.452  0.085
H  3.403  1.628  4.369  0.101
H  1.202  -3.684  -8.067  0.080
H  -2.539  0.154  -0.507  0.114
H  0.267  -2.231  -0.296  0.101
H  2.423  -0.266  5.393  0.070
H  -3.505  2.389  0.645  0.072

Results
Kohn-Sham gap	0.878	eV
total charge	-1
E_HOMO	-1.26	eV